13
Properties=species:S:1:pos:R:3:forces:R:3 method="wB97M-V/def2-TZVPD" total_charge=-2 gap_ev="5.721 / 5.727" max_force_ha_per_bohr=0.019 spin_multiplicity=3 lumo_energy_ev="4.4 / 4.3"
Te -2.145 -4.741 -0.126 -0.01 0.05 -0.07
Pd -1.036 -0.914 0.440 0.36 0.33 -0.23
Se -3.412 -0.561 0.845 -0.27 -0.01 0.07
Se -4.790 -2.335 0.876 0.13 0.06 0.00
Se -0.890 -3.172 1.263 0.00 -0.27 0.18
S 1.260 -1.023 0.051 -0.28 -0.10 0.10
S -0.981 1.378 -0.063 -0.14 -0.26 0.02
N 4.130 1.150 -0.666 0.14 0.00 -0.05
N 1.395 4.055 -0.857 0.04 0.17 -0.06
C 1.101 2.964 -0.633 0.18 0.45 -0.07
C 1.645 0.635 -0.284 -0.93 0.31 0.03
C 0.709 1.637 -0.341 0.26 -0.94 0.13
C 3.011 0.927 -0.505 0.52 0.19 -0.06